# C18H32BeCl2F2Li2MgN2O14PS2Si2

A structure of composition C18H32BeCl2F2Li2MgN2O14PS2Si2 at a distorted geometry (ωB97M-V with the def2-TZVPD basis set, the Open Molecules 2025 dataset).

Summary:
HOMO (eV): -9.5
Max |F| (eV/Å): 3.905
Total energy (eV): -134258.5273
LUMO level (Ha): -0.23254
Charge: +1

Element x y z (Å)
1 N -2.09280 -2.79559 3.97000
2 C -3.13353 -2.34607 3.39621
3 C -3.28439 -0.84456 3.06974
4 Si -2.43280 -0.32798 1.46912
5 F -1.68263 1.07525 1.79887
6 C -1.05801 -1.50573 0.99810
7 C -0.85016 -1.63615 -0.52012
8 C -0.06955 -0.54990 -1.20126
9 C 0.48330 0.60170 -0.62560
10 C 1.15649 1.54324 -1.38080
11 C 1.34527 1.34265 -2.72710
12 C 0.84719 0.18810 -3.32600
13 C 0.12218 -0.73775 -2.56056
14 O -3.47835 -0.23145 0.14808
15 Si -4.81671 0.73135 0.25962
16 S -4.78168 2.17277 1.83411
17 C -6.44115 -0.17505 0.46202
18 C -6.41931 -1.49564 -0.36980
19 C -5.65502 -1.40072 -1.70335
20 O -7.15347 -1.47484 -1.53333
21 P -4.91659 1.91378 -1.64972
22 N -6.39603 1.87400 -2.29293
23 H -1.41449 -2.04800 4.14020
24 H -3.94480 -3.04932 3.18020
25 H -4.36032 -0.61721 3.08809
26 H -2.81683 -0.30150 3.89895
27 H -1.24443 -2.51528 1.38146
28 H -0.14222 -1.17361 1.50470
29 H -1.81996 -1.82559 -1.00789
30 H -0.25007 -2.55626 -0.67654
31 H 0.40197 0.79140 0.43994
32 H 1.53471 2.44621 -0.86214
33 H 1.87963 2.10657 -3.28283
34 H 1.03430 0.03971 -4.40216
35 H -0.22940 -1.60500 -3.11763
36 H -3.76674 3.00624 1.51903
37 H -6.56922 -0.48204 1.50726
38 H -7.29432 0.39608 0.07507
39 H -6.33689 -2.43024 0.17496
40 H -5.75428 -0.52320 -2.34020
41 H -5.32370 -2.38394 -2.02109
42 H -4.53552 3.25037 -1.39275
43 H -3.95459 1.39588 -2.55063
44 H -7.00503 1.29580 -1.71741
45 Li -0.30544 -3.33733 -2.53396
46 F -0.61406 -1.35610 -4.73926
47 C 6.76499 0.90507 -0.12871
48 C 5.55398 1.36320 0.65279
49 O 4.66018 1.88536 -0.34696
50 S 4.85317 1.05970 -1.71045
51 O 3.84059 0.06726 -1.78152
52 O 5.07021 1.99165 -2.76436
53 O 6.23054 0.34803 -1.34014
54 H 7.40946 1.74526 -0.39570
55 H 7.34728 0.16057 0.40745
56 H 5.79075 2.12199 1.38985
57 H 5.05868 0.52479 1.14551
58 C 4.58296 3.01994 5.53781
59 C 5.21534 2.67698 4.20377
60 O 4.21946 2.52235 3.18849
61 H 3.88140 2.24071 5.83725
62 H 5.34096 3.12807 6.31426
63 H 4.01887 3.95337 5.46880
64 H 5.75968 1.73552 4.27025
65 H 5.91582 3.46111 3.89685
66 H 3.74229 3.35719 3.12055
67 Li -8.05034 1.87242 -0.01793
68 C 3.75734 -0.87437 -6.02636
69 O 4.86412 -0.21126 -6.24557
70 O 2.61138 -0.22369 -5.90885
71 O 3.69536 -2.08888 -5.92380
72 Be 2.61172 4.10028 -0.72742
73 Cl 2.12594 -1.45678 -0.60719
74 Mg 3.99344 1.44257 -6.73727
75 O -0.16739 -5.94105 2.38463
76 Cl 0.54726 -5.07001 1.50354
77 O 1.34276 -4.13275 2.25240
78 O -0.42360 -4.30556 0.70499
79 O 1.37486 -5.82411 0.60238

Atoms 1-2, force components in eV/Å:
N -0.79 -0.07 -0.32
C 1.15 0.56 0.50

Charges in e, computed with Mulliken, in the same order as the atoms: atom 1 (N): -0.53, atom 2 (C): -0.35, atom 3 (C): -0.47, atom 4 (Si): 0.55, atom 5 (F): -0.30, atom 6 (C): -1.52, atom 7 (C): -1.63, atom 8 (C): 1.53, atom 9 (C): -0.60, atom 10 (C): -0.03, atom 11 (C): 0.13, atom 12 (C): -0.39, atom 13 (C): -0.63, atom 14 (O): 0.22, atom 15 (Si): 0.24, atom 16 (S): -0.36, atom 17 (C): -0.28, atom 18 (C): 0.24, atom 19 (C): -0.98, atom 20 (O): -0.47, atom 21 (P): 0.35, atom 22 (N): -0.74, atom 23 (H): 0.26, atom 24 (H): 0.35, atom 25 (H): 0.26, atom 26 (H): 0.48, atom 27 (H): 0.60, atom 28 (H): 0.40, atom 29 (H): 0.68, atom 30 (H): 0.62, atom 31 (H): 0.49, atom 32 (H): -0.07, atom 33 (H): 0.31, atom 34 (H): 0.65, atom 35 (H): -0.10, atom 36 (H): 0.21, atom 37 (H): 0.65, atom 38 (H): -0.68, atom 39 (H): 0.52, atom 40 (H): 0.39, atom 41 (H): 0.38, atom 42 (H): 0.13, atom 43 (H): 0.13, atom 44 (H): 0.11, atom 45 (Li): 1.03, atom 46 (F): -0.81, atom 47 (C): -0.46, atom 48 (C): -0.10, atom 49 (O): -0.23, atom 50 (S): 0.87, atom 51 (O): -0.26, atom 52 (O): -0.60, atom 53 (O): -0.32, atom 54 (H): 0.32, atom 55 (H): 0.33, atom 56 (H): 0.12, atom 57 (H): 0.26, atom 58 (C): -1.20, atom 59 (C): -0.22, atom 60 (O): -0.38, atom 61 (H): 0.29, atom 62 (H): 0.36, atom 63 (H): 0.35, atom 64 (H): 0.28, atom 65 (H): 0.33, atom 66 (H): 0.23, atom 67 (Li): 0.92, atom 68 (C): 1.20, atom 69 (O): -0.75, atom 70 (O): -0.68, atom 71 (O): -0.61, atom 72 (Be): -0.03, atom 73 (Cl): 0.10, atom 74 (Mg): 0.85, atom 75 (O): -0.64, atom 76 (Cl): 1.71, atom 77 (O): -0.66, atom 78 (O): -0.69, atom 79 (O): -0.68